[1]
{"formula": "C5H8N2", "method": "ωB97M-V/def2-TZVPD", "e_tot_ev": -8292.5373, "total_charge": 0, "lumo_ev": 0.584, "e_homo_ha": -0.257, "multiplicity": 1, "e_above_lowest_kj_mol": 237.26, "elements": ["N", "N", "C", "C", "C", "C", "C", "H", "H", "H", "H", "H", "H", "H", "H"], "coordinates": [[-0.09424, 0.05267, -0.15562], [-1.72774, 0.62356, -1.74445], [1.10620, -0.39656, 0.10680], [1.64250, -0.70195, 1.45787], [-1.95105, 1.16953, -0.58727], [-0.65947, -0.28454, -1.50254], [-1.06486, 0.78050, 0.47330], [0.96334, -1.36110, 2.02190], [1.71609, -0.50195, -0.78602], [2.58394, -1.24322, 1.32342], [0.15670, -0.25885, -2.22877], [-0.85354, 1.32270, 1.38807], [-1.02521, -1.32066, -1.41470], [-2.73369, 1.91977, -0.48587], [1.83187, 0.19814, 2.05587]]}

[2]
{"formula": "C4H14N2O", "method": "ωB97M-V/def2-TZVPD", "e_tot_ev": -9401.9636, "total_charge": 0, "lumo_ev": 0.930, "e_homo_ha": -0.329, "smiles": "CNCCCN.O", "multiplicity": 1, "e_above_lowest_kj_mol": 158.55, "elements": ["O", "N", "N", "C", "C", "C", "C", "H", "H", "H", "H", "H", "H", "H", "H", "H", "H", "H", "H", "H", "H"], "coordinates": [[2.09350, 2.18760, -1.77572], [2.22446, -0.17082, -0.02676], [-1.06642, -0.49897, 1.24513], [-2.38312, -0.33600, 1.81429], [-0.03966, -0.32828, -1.09689], [1.23283, -1.02725, -0.67512], [-0.89503, 0.30759, 0.02412], [0.98892, -1.95210, -0.13106], [-2.56249, 0.69666, 2.09505], [-0.67080, -1.06024, -1.57111], [-0.83816, -1.45719, 1.01392], [1.66104, -1.49693, -1.56694], [2.65614, -0.69635, 0.72181], [1.88125, 1.58184, -1.04877], [1.72264, 0.56103, 0.47544], [-2.43321, -0.90067, 2.75079], [1.88629, 3.09433, -1.54112], [-0.54934, 1.30750, 0.30093], [-3.20002, -0.70772, 1.18291], [-1.87775, 0.36010, -0.46519], [0.16892, 0.53589, -1.72571]]}

[3]
{"formula": "C24H20F6N", "method": "ωB97M-V/def2-TZVPD", "e_tot_ev": -43000.3203, "total_charge": 1, "lumo_ev": -6.277, "e_homo_ha": -0.416, "multiplicity": 1, "elements": ["F", "F", "F", "F", "F", "F", "N", "C", "C", "C", "C", "C", "C", "C", "C", "C", "C", "C", "C", "C", "C", "C", "C", "C", "C", "C", "C", "C", "C", "C", "C", "H", "H", "H", "H", "H", "H", "H", "H", "H", "H", "H", "H", "H", "H", "H", "H", "H", "H", "H", "H"], "coordinates": [[2.24663, -1.78332, -5.56022], [0.81561, 4.20038, 4.17183], [2.80624, 3.87697, 3.29504], [1.05602, -0.46079, -6.86017], [0.22569, -2.38392, -6.18805], [1.58087, 5.58083, 2.63502], [-1.10671, -1.38966, 0.94548], [0.90221, 3.39478, 1.94526], [1.24444, 0.23249, -3.86241], [0.60779, -2.11254, 2.59394], [0.03176, 0.20559, 4.06331], [-0.54474, -3.69342, 0.18610], [-0.97569, 0.87268, -0.89161], [0.97802, -1.31819, -5.78795], [1.69910, 2.57347, 1.15148], [-0.70190, -0.09894, 2.92945], [1.04856, -0.66279, 4.48336], [0.42035, -0.63464, -4.57487], [-0.40155, -1.23398, 2.12784], [0.76753, 0.84660, -2.71489], [-0.91092, -0.83657, -4.20622], [-1.37594, -0.25000, -3.04441], [-0.30101, 1.71908, 0.03819], [-0.48304, 3.43256, 1.78616], [-1.35643, -2.43029, 0.24177], [-1.07353, 2.60063, 0.85531], [1.52890, 4.25858, 3.00054], [-0.51524, 0.49874, -2.17878], [-2.59537, -2.42782, -0.62277], [1.31333, -1.83072, 3.76271], [1.10609, 1.70475, 0.24492], [-1.56184, -1.45227, -4.82594], [-3.49375, -2.55261, -0.00203], [2.08624, -2.52813, 4.09153], [-2.43366, -0.35539, -2.79048], [-2.54818, -3.24944, -1.34138], [0.82982, -3.00663, 2.01357], [1.63508, -0.42748, 5.37056], [-0.69976, -4.30453, 1.08842], [-1.08217, 4.10671, 2.39853], [-2.00913, 0.62706, -0.65601], [1.37907, 1.60668, -2.22899], [0.52250, -3.46728, 0.07126], [2.78099, 2.61697, 1.25887], [1.72661, 0.98724, -0.29472], [-0.18562, 1.12082, 4.61800], [-1.52127, 0.54619, 2.59659], [-2.15933, 2.62390, 0.72522], [2.25914, 0.41882, -4.21732], [-0.86982, -4.27876, -0.68248], [-2.69197, -1.48238, -1.15859]]}

[4]
{"formula": "C4H9N2S", "method": "ωB97M-V/def2-TZVPD", "e_tot_ev": -18098.8287, "total_charge": 1, "lumo_ev": [-4.565, -4.529], "e_homo_ha": [-0.445, -0.459], "multiplicity": 1, "e_above_lowest_kj_mol": 453.29, "elements": ["S", "N", "N", "C", "C", "C", "C", "H", "H", "H", "H", "H", "H", "H", "H", "H"], "coordinates": [[-1.78271, 1.18067, -0.32593], [0.96789, 0.36481, -0.30708], [-0.16305, -1.22846, 1.00047], [-1.16272, 2.19334, 0.68381], [-0.40654, -1.40054, -1.35387], [0.08357, -0.62613, -0.13925], [1.49156, 1.11189, 0.74352], [1.92024, 1.94054, 0.47254], [-1.50786, 3.14390, 1.06336], [-0.59708, -2.13788, 0.87394], [-0.04960, -0.91145, 1.92564], [-1.35142, -1.74795, -1.01284], [0.16443, -2.21797, -1.67148], [-0.57186, -0.86937, -2.30327], [1.08689, 0.57131, -1.24401], [1.87824, 0.63328, 1.59445]]}